*P*
Density functional theory data (ωB97M-V/def2-TZVPD) for 2 unconnected molecules or ions with the total composition C2H5N3OS.

Bonds (Å) are listed after each position.
Geometry (Å):
1 C -1.55 0.11 -1.08  N3 1.242, H8 1.101, H9 1.125
2 C 1.49 -0.75 -0.09  N5 1.325, O6 1.232, H10 1.114
3 N -1.65 0.26 0.14  C1 1.242, N4 1.171
4 N -1.56 0.08 1.30  N3 1.171, S7 1.574
5 N 1.70 0.50 0.32  C2 1.325, H11 1.082, H12 1.053
6 O 1.40 -1.07 -1.28  C2 1.232
7 S -0.56 0.42 2.46  N4 1.574
8 H -1.14 -0.86 -1.42  C1 1.101
9 H -2.06 0.70 -1.89  C1 1.125
10 H 1.09 -1.36 0.75  C2 1.114
11 H 1.08 0.69 1.18  N5 1.082
12 H 1.76 1.27 -0.39  N5 1.053

**Highest occupied orbital energy**: -8.6622 eV
**Gap between HOMO and LUMO**: 8.18 eV
**Lowest unoccupied orbital energy**: -0.5 eV
**Structure (SMILES)**: C=NN=S.NC=O

*Q*
Density functional theory data (ωB97M-V/def2-TZVPD) for a single C2H5N3OS molecule.

Bonds (Å) are listed after each position.
Geometry (Å):
1 C -0.31 -0.58 0.22  N9 1.363, N10 1.282, S12 1.817
2 C 1.88 0.82 1.29  H7 1.105, O11 1.202, S12 1.790
3 H -1.40 -0.66 -1.92  N8 1.018
4 H -2.11 0.72 -1.30  N8 0.977
5 H 0.53 0.92 -1.04  N9 1.040
6 H -1.00 -2.23 0.94  N10 1.028
7 H 2.19 1.29 2.25  C2 1.105
8 N -1.30 0.32 -1.70  H3 1.018, H4 0.977, N9 1.391
9 N -0.31 0.40 -0.72  C1 1.363, H5 1.040, N8 1.391
10 N -1.13 -1.57 0.16  C1 1.282, H6 1.028
11 O 2.16 1.13 0.17  C2 1.202
12 S 0.80 -0.56 1.65  C1 1.817, C2 1.790

**Highest occupied orbital energy**: -9.3893 eV
**Gap between HOMO and LUMO**: 9.55 eV
**Lowest unoccupied orbital energy**: 0.2 eV
**Structure (SMILES)**: [H]/N=C(/NN)SC=O

Which one sits at the bottom of the stability order? *P* does.

*P*
Density functional theory data (ωB97M-V/def2-TZVPD) for a single C5H6N2OS molecule.

Bonds (Å) are listed after each position.
Geometry (Å):
1 C 1.89 0.98 -1.91  C2 1.393, N6 1.339, H10 1.099
2 C 0.74 1.25 -1.18  C1 1.393, N7 1.350, H11 1.004
3 C 1.42 -0.81 -0.81  N6 1.410, N7 1.321, S9 1.832
4 C -0.53 -0.19 0.40  C5 1.559, N7 1.418, H12 1.179, H13 1.223
5 C -0.19 -1.57 1.03  C4 1.559, S9 1.825, H14 1.064, H15 1.182
6 N 2.36 -0.26 -1.70  C1 1.339, C3 1.410
7 N 0.49 0.09 -0.54  C2 1.350, C3 1.321, C4 1.418
8 O 2.21 -2.47 1.23  S9 1.439
9 S 1.23 -2.34 0.18  C3 1.832, C5 1.825, O8 1.439
10 H 2.54 1.51 -2.62  C1 1.099
11 H 0.26 2.13 -1.11  C2 1.004
12 H -1.67 -0.19 0.08  C4 1.179
13 H -0.51 0.57 1.36  C4 1.223
14 H 0.11 -1.73 2.04  C5 1.064
15 H -1.19 -2.20 0.96  C5 1.182

**Highest occupied orbital energy**: -8.9869 eV
**Gap between HOMO and LUMO**: 9.48 eV
**Lowest unoccupied orbital energy**: 0.5 eV

*Q*
Density functional theory data (ωB97M-V/def2-TZVPD) for 2 unconnected molecules or ions with the total composition C5H6N2OS.

Bonds (Å) are listed after each position.
Geometry (Å):
1 C 0.74 -0.33 0.12  C5 1.380, N6 1.156
2 C 0.49 0.00 2.38  C5 1.415, N7 1.152
3 C -1.66 -0.21 -1.30  C4 1.519, H10 1.061, H11 1.055, H12 1.161
4 C -2.22 -0.58 0.06  C3 1.519, O8 1.318, H13 1.086
5 C -0.17 -0.28 1.16  C1 1.380, C2 1.415, O8 1.319
6 N 1.61 -0.31 -0.64  C1 1.156
7 N 1.14 0.11 3.32  C2 1.152
8 O -1.46 -0.51 1.14  C4 1.318, C5 1.319
9 S 3.94 1.70 2.81  H14 1.284, H15 1.309
10 H -1.14 0.70 -1.18  C3 1.061
11 H -1.11 -0.90 -1.88  C3 1.055
12 H -2.52 0.26 -1.92  C3 1.161
13 H -3.28 -0.60 0.31  C4 1.086
14 H 2.75 2.15 2.67  S9 1.284
15 H 3.53 0.58 3.36  S9 1.309

**Highest occupied orbital energy (spin up / spin down)**: -9.0103 / -8.7884 eV
**Gap between HOMO and LUMO (spin up / spin down)**: 8.15 / 7.05 eV
**Lowest unoccupied orbital energy (spin up / spin down)**: -0.9 / -1.7 eV

Which one sits at the bottom of the stability order? *Q* does.

*P*
Density functional theory data (ωB97M-V/def2-TZVPD) for a single C5H6N2OS molecule.

Bonds (Å) are listed after each position.
Geometry (Å):
1 C 0.42 -2.37 0.54  C2 1.398, N6 1.318, H10 1.014
2 C 1.14 -1.39 -0.16  C1 1.398, N7 1.326, H11 1.080
3 C -0.57 -0.55 0.92  N6 1.288, N7 1.550, S9 1.786
4 C 0.38 1.01 -0.94  C5 1.490, N7 1.499, H12 1.115, H13 1.086
5 C -0.90 1.59 -0.47  C4 1.490, S9 1.894, H14 1.131, H15 1.075
6 N -0.56 -1.81 1.21  C1 1.318, C3 1.288
7 N 0.57 -0.20 -0.07  C2 1.326, C3 1.550, C4 1.499
8 O -0.65 1.74 2.13  S9 1.487
9 S -1.50 0.94 1.21  C3 1.786, C5 1.894, O8 1.487
10 H 0.62 -3.35 0.70  C1 1.014
11 H 1.89 -1.60 -0.91  C2 1.080
12 H 0.38 0.54 -1.96  C4 1.115
13 H 1.30 1.55 -0.72  C4 1.086
14 H -0.92 2.70 -0.29  C5 1.131
15 H -1.59 1.20 -1.19  C5 1.075

**Highest occupied orbital energy**: -8.7129 eV
**Gap between HOMO and LUMO**: 9.28 eV
**Lowest unoccupied orbital energy**: 0.6 eV

*Q*
Density functional theory data (ωB97M-V/def2-TZVPD) for 2 unconnected molecules or ions with the total composition C5H6N2OS.

Bonds (Å) are listed after each position.
Geometry (Å):
1 C -2.82 -0.12 -0.04  N6 1.198, S9 1.611
2 C 0.78 1.24 0.08  C3 1.587, N7 1.403, O8 1.180
3 C 1.54 0.13 0.92  C2 1.587, C4 1.483, H10 1.040, H11 1.063
4 C 1.21 -1.07 0.11  C3 1.483, C5 1.494, H12 1.101, H13 1.109
5 C 0.65 -0.54 -1.17  C4 1.494, N7 1.303, H14 1.148
6 N -2.80 1.08 -0.09  C1 1.198, H15 0.976
7 N 0.36 0.73 -1.15  C2 1.403, C5 1.303
8 O 0.50 2.35 0.38  C2 1.180
9 S -2.67 -1.72 0.03  C1 1.611
10 H 2.56 0.33 0.88  C3 1.040
11 H 1.21 0.13 1.93  C3 1.063
12 H 2.11 -1.68 -0.07  C4 1.101
13 H 0.31 -1.60 0.47  C4 1.109
14 H 0.47 -1.09 -2.16  C5 1.148
15 H -3.42 1.83 -0.12  N6 0.976

**Highest occupied orbital energy**: -9.6546 eV
**Gap between HOMO and LUMO**: 10.22 eV
**Lowest unoccupied orbital energy**: 0.6 eV
**Structure (SMILES)**: O=C1CCC=N1.N=C=S

Which one sits at the bottom of the stability order? *P* does.

*P*
Density functional theory data (ωB97M-V/def2-TZVPD) for a single C5H10N2 molecule.

Bonds (Å) are listed after each position.
Geometry (Å):
1 C 0.98 0.37 0.95  C2 1.538, N7 1.496, H8 1.087, H9 1.087
2 C 1.00 -0.50 -0.32  C1 1.538, C3 1.491, H10 1.093, H11 1.094
3 C -0.27 -0.43 -1.09  C2 1.491, C4 1.339, N6 1.387
4 C -0.51 0.48 -2.04  C3 1.339, H12 1.077, H13 1.085
5 C -1.68 -1.61 0.58  N6 1.243, H14 1.111, H15 1.102
6 N -1.34 -1.09 -0.50  C3 1.387, C5 1.243
7 N 0.67 1.80 0.62  C1 1.496, H16 1.014, H17 1.015
8 H 1.94 0.36 1.46  C1 1.087
9 H 0.23 -0.09 1.58  C1 1.087
10 H 1.81 -0.09 -0.93  C2 1.093
11 H 1.32 -1.51 -0.05  C2 1.094
12 H 0.26 1.07 -2.51  C4 1.077
13 H -1.55 0.72 -2.17  C4 1.085
14 H -1.98 -1.00 1.45  C5 1.111
15 H -1.75 -2.69 0.80  C5 1.102
16 H -0.31 1.90 0.83  N7 1.014
17 H 1.18 2.30 1.34  N7 1.015

**Highest occupied orbital energy**: -7.4509 eV
**Gap between HOMO and LUMO**: 7.89 eV
**Lowest unoccupied orbital energy**: 0.4 eV
**Structure (SMILES)**: C=NC(=C)CCN

*Q*
Density functional theory data (ωB97M-V/def2-TZVPD) for 2 unconnected molecules or ions with the total composition C5H10N2.

Bonds (Å) are listed after each position.
Geometry (Å):
1 C 1.03 1.22 0.12  C3 1.384, H11 1.082, H12 1.082
2 C 0.54 -1.19 -1.48  H10 1.272, H13 1.091, H14 1.087, H15 1.085
3 C 0.39 0.70 1.24  C1 1.384, N5 1.373, N7 1.358
4 C -1.28 -0.33 0.02  C6 1.311, N7 1.258
5 N 0.99 0.61 2.47  C3 1.373, H8 1.005, H9 1.007
6 C -2.33 -0.46 -0.76  C4 1.311, H16 1.081, H17 1.077
7 N -0.76 -0.01 1.12  C3 1.358, C4 1.258
8 H 1.61 1.36 2.74  N5 1.005
9 H 0.43 0.20 3.20  N5 1.007
10 H 0.90 -0.18 -0.79  C2 1.272
11 H 1.98 1.71 0.24  C1 1.082
12 H 0.41 1.70 -0.62  C1 1.082
13 H 1.53 -1.58 -1.69  C2 1.091
14 H 0.16 -0.71 -2.38  C2 1.087
15 H -0.07 -2.04 -1.22  C2 1.085
16 H -3.21 0.13 -0.58  C6 1.081
17 H -2.33 -1.12 -1.61  C6 1.077

**Highest occupied orbital energy**: -7.9926 eV
**Gap between HOMO and LUMO**: 8.55 eV
**Lowest unoccupied orbital energy**: 0.6 eV
**Structure (SMILES)**: C=C=NC(=C)N.C

*R*
Density functional theory data (ωB97M-V/def2-TZVPD) for a single C5H10N2 molecule.

Bonds (Å) are listed after each position.
Geometry (Å):
1 C 1.68 -0.14 -1.14  C4 1.494, H11 1.094, H12 1.090, H13 1.088
2 N -0.83 -1.09 -0.67  C3 1.315, H8 1.011
3 C -1.42 -0.02 -0.18  N2 1.315, N5 1.556, C6 1.340
4 C 0.97 -0.10 0.18  C1 1.494, N5 1.537, C7 1.338
5 N -0.21 0.88 0.18  C3 1.556, C4 1.537, H9 1.018, H10 1.020
6 C -2.62 0.40 0.26  C3 1.340, H14 1.077, H15 1.082
7 C 1.54 -0.39 1.36  C4 1.338, H16 1.076, H17 1.078
8 H -1.41 -1.91 -0.78  N2 1.011
9 H -0.36 1.27 1.11  N5 1.018
10 H -0.12 1.61 -0.53  N5 1.020
11 H 0.92 -0.33 -1.90  C1 1.094
12 H 2.20 0.79 -1.35  C1 1.090
13 H 2.38 -0.97 -1.17  C1 1.088
14 H -3.50 -0.20 0.10  C6 1.077
15 H -2.73 1.31 0.83  C6 1.082
16 H 2.53 -0.80 1.40  C7 1.076
17 H 1.00 -0.30 2.29  C7 1.078

**Highest occupied orbital energy**: -6.8011 eV
**Gap between HOMO and LUMO**: 7.43 eV
**Lowest unoccupied orbital energy**: 0.6 eV

*S*
Density functional theory data (ωB97M-V/def2-TZVPD) for a single C5H10N2 molecule.

Bonds (Å) are listed after each position.
Geometry (Å):
1 C 0.98 1.69 0.52  C2 1.477, H8 1.126, H9 1.091, H10 1.092
2 C 0.24 1.29 -0.69  C1 1.477, N3 1.450, C4 1.455, H11 1.161
3 N 0.58 0.13 -1.50  C2 1.450, C4 1.471, H12 1.018
4 C -0.70 0.18 -0.76  C2 1.455, N3 1.471, C5 1.495, H13 1.082
5 C -1.02 -0.71 0.40  C4 1.495, C6 1.477, N7 1.454, H14 1.083
6 C -0.78 -2.16 0.34  C5 1.477, N7 1.451, H15 1.083, H16 1.084
7 N -0.03 -1.33 1.26  C5 1.454, C6 1.451, H17 1.014
8 H 1.52 2.42 -0.15  C1 1.126
9 H 1.74 1.08 1.00  C1 1.091
10 H 0.47 2.27 1.30  C1 1.092
11 H 0.00 2.19 -1.39  C2 1.161
12 H 1.26 -0.46 -1.04  N3 1.018
13 H -1.54 0.35 -1.41  C4 1.082
14 H -1.89 -0.37 0.95  C5 1.083
15 H -1.46 -2.87 0.82  C6 1.083
16 H -0.29 -2.53 -0.55  C6 1.084
17 H 0.90 -1.16 0.89  N7 1.014

**Highest occupied orbital energy**: -9.1683 eV
**Gap between HOMO and LUMO**: 10.34 eV
**Lowest unoccupied orbital energy**: 1.2 eV
**Structure (SMILES)**: C[C@H]1N[C@H]1[C@H]1CN1

Which one sits at the bottom of the stability order? *Q* does.

*P*
Density functional theory data (ωB97M-V/def2-TZVPD) for a single C5H10N2 molecule.

Bonds (Å) are listed after each position.
Geometry (Å):
1 C 0.04 -1.21 0.09  C2 1.516, C3 1.495, H8 1.045, H9 1.138
2 C -1.46 -1.13 -0.16  C1 1.516, N7 1.499, H10 1.135, H11 1.087
3 C 0.71 0.03 -0.40  C1 1.495, C4 1.547, C5 1.583, H12 1.019
4 C -0.34 1.16 -0.44  C3 1.547, N6 1.336, H13 1.114
5 C 1.94 0.49 0.48  C3 1.583, H14 1.117, H15 1.092, H16 1.010
6 N -1.47 1.06 0.26  C4 1.336, N7 1.249, H17 1.046
7 N -2.14 0.03 0.50  C2 1.499, N6 1.249
8 H 0.31 -1.35 1.09  C1 1.045
9 H 0.41 -2.01 -0.63  C1 1.138
10 H -1.69 -1.02 -1.26  C2 1.135
11 H -1.97 -2.02 0.21  C2 1.087
12 H 1.09 -0.04 -1.35  C3 1.019
13 H -0.16 2.21 -0.78  C4 1.114
14 H 2.48 -0.36 0.97  C5 1.117
15 H 1.63 1.17 1.27  C5 1.092
16 H 2.55 1.01 -0.14  C5 1.010
17 H -1.95 1.99 0.30  N6 1.046

**Highest occupied orbital energy**: -7.2631 eV
**Gap between HOMO and LUMO**: 8.25 eV
**Lowest unoccupied orbital energy**: 1.0 eV

*Q*
Density functional theory data (ωB97M-V/def2-TZVPD) for a single C5H10N2 molecule.

Bonds (Å) are listed after each position.
Geometry (Å):
1 C 1.54 1.51 1.02  C2 1.542, N7 1.472, H8 1.086, H9 1.096
2 C 1.27 0.21 0.24  C1 1.542, C3 1.458, H10 1.099, H11 1.099
3 C -0.13 -0.08 -0.04  C2 1.458, C4 1.342, H12 1.085
4 C -0.58 -1.21 -0.60  C3 1.342, N5 1.423, H13 1.089
5 N -1.99 -1.43 -0.48  C4 1.423, C6 1.267
6 C -2.47 -2.50 -0.96  N5 1.267, H14 1.092, H15 1.098
7 N 0.87 2.73 0.53  C1 1.472, H16 1.015, H17 1.023
8 H 2.59 1.77 1.09  C1 1.086
9 H 1.12 1.32 2.02  C1 1.096
10 H 1.82 0.23 -0.71  C2 1.099
11 H 1.76 -0.58 0.83  C2 1.099
12 H -0.93 0.60 0.25  C3 1.085
13 H 0.00 -2.01 -1.06  C4 1.089
14 H -2.04 -3.45 -1.28  C6 1.092
15 H -3.57 -2.52 -0.97  C6 1.098
16 H -0.14 2.72 0.60  N7 1.015
17 H 0.91 2.70 -0.49  N7 1.023

**Highest occupied orbital energy**: -8.9299 eV
**Gap between HOMO and LUMO**: 9.78 eV
**Lowest unoccupied orbital energy**: 0.9 eV
**Structure (SMILES)**: C=N/C=C/CCN

*R*
Density functional theory data (ωB97M-V/def2-TZVPD) for a single C5H10N2 molecule.

Bonds (Å) are listed after each position.
Geometry (Å):
1 C 1.96 -1.05 1.03  C2 1.486, H8 1.105, H9 1.100, H10 1.095
2 C 1.86 -0.62 -0.39  C1 1.486, N3 1.329, H11 1.082
3 N 0.88 0.20 -0.74  C2 1.329, C4 1.349, H12 1.019
4 C 0.17 0.99 0.10  N3 1.349, C5 1.470, H13 1.082
5 C -1.28 1.19 -0.04  C4 1.470, C6 1.483, N7 1.488, H14 1.087
6 C -2.11 0.58 -1.10  C5 1.483, N7 1.459, H15 1.087, H16 1.089
7 N -2.22 0.08 0.26  C5 1.488, C6 1.459, H17 1.020
8 H 0.94 -1.14 1.43  C1 1.105
9 H 2.49 -0.37 1.71  C1 1.100
10 H 2.46 -2.03 1.10  C1 1.095
11 H 2.52 -0.99 -1.17  C2 1.082
12 H 0.63 0.23 -1.73  N3 1.019
13 H 0.64 1.18 1.05  C4 1.082
14 H -1.63 2.13 0.38  C5 1.087
15 H -2.98 1.11 -1.47  C6 1.087
16 H -1.64 -0.06 -1.86  C6 1.089
17 H -1.66 -0.77 0.35  N7 1.020

**Highest occupied orbital energy**: -6.5717 eV
**Gap between HOMO and LUMO**: 7.49 eV
**Lowest unoccupied orbital energy**: 0.9 eV

Which one sits at the bottom of the stability order? *R* does.

*P*
Density functional theory data (ωB97M-V/def2-TZVPD) for a single C5H10N2 molecule.

Bonds (Å) are listed after each position.
Geometry (Å):
1 C -2.92 0.27 0.30  N7 1.455, H12 1.096, H13 1.094, H14 1.094
2 C 1.35 1.28 -0.14  C3 1.514, H15 1.091, H16 1.093, H17 1.096
3 C 1.27 -0.24 -0.15  C2 1.514, N4 1.417, C6 1.387
4 N 2.52 -0.87 0.11  C3 1.417, H8 1.018, H9 1.016
5 C -0.75 -0.54 0.26  C6 1.619, N7 1.283, H10 1.102
6 C 0.35 -1.00 -0.84  C3 1.387, C5 1.619, H11 1.091
7 N -1.55 0.35 -0.18  C1 1.455, C5 1.283
8 H 3.29 -0.21 0.17  N4 1.018
9 H 2.79 -1.55 -0.59  N4 1.016
10 H -1.06 -1.34 0.96  C5 1.102
11 H 0.43 -2.09 -0.81  C6 1.091
12 H -3.25 -0.75 0.51  C1 1.096
13 H -3.04 0.90 1.19  C1 1.094
14 H -3.58 0.69 -0.46  C1 1.094
15 H 0.44 1.78 0.20  C2 1.091
16 H 1.65 1.66 -1.12  C2 1.093
17 H 2.07 1.63 0.60  C2 1.096

**Highest occupied orbital energy (spin up / spin down)**: -7.7434 / -7.7442 eV
**Gap between HOMO and LUMO (spin up / spin down)**: 8.29 / 8.29 eV
**Lowest unoccupied orbital energy (spin up / spin down)**: 0.5 / 0.5 eV
**Structure (SMILES)**: C/N=C/C=C(\C)N

*Q*
Density functional theory data (ωB97M-V/def2-TZVPD) for a single C5H10N2 molecule.

Bonds (Å) are listed after each position.
Geometry (Å):
1 C 2.12 -0.62 0.54  C2 1.500, H8 1.094, H9 1.097, H10 1.101
2 C 1.72 0.38 -0.51  C1 1.500, N3 1.353, H11 1.094
3 N 0.47 0.52 -0.99  C2 1.353, C4 1.365, H12 1.018
4 C -0.18 1.01 0.11  N3 1.365, C5 1.479, H13 1.082
5 C -1.45 0.43 0.58  C4 1.479, C6 1.489, N7 1.471, H14 1.088
6 C -2.36 -0.27 -0.37  C5 1.489, N7 1.456, H15 1.087, H16 1.089
7 N -1.67 -1.03 0.66  C5 1.471, C6 1.456, H17 1.019
8 H 1.25 -1.18 0.90  C1 1.094
9 H 2.59 -0.16 1.41  C1 1.097
10 H 2.85 -1.34 0.13  C1 1.101
11 H 2.54 0.85 -1.06  C2 1.094
12 H 0.17 0.56 -1.96  N3 1.018
13 H 0.18 1.93 0.55  C4 1.082
14 H -1.91 0.97 1.41  C5 1.088
15 H -3.44 -0.18 -0.25  C6 1.087
16 H -2.04 -0.38 -1.40  C6 1.089
17 H -0.86 -1.49 0.24  N7 1.019

**Highest occupied orbital energy (spin up / spin down)**: -7.1248 / -7.1246 eV
**Gap between HOMO and LUMO (spin up / spin down)**: 7.92 / 8.00 eV
**Lowest unoccupied orbital energy (spin up / spin down)**: 0.8 / 0.9 eV

Which one sits at the bottom of the stability order? *Q* does.